# 1
# C35H30F3N4OPSTi

A structure of composition C35H30F3N4OPSTi (ωB97M-V with the def2-TZVPD basis set, OMol25).

Electronic energy (eV): -96185.58798
Frontier orbital gap (spin up / spin down) (eV): 3.88 / 6.20
HOMO (spin up / spin down) (Eh): 0.0182 / -0.0669
F_max (eV/Å): 0.48
Expectation value of S²: 2.02

```
! RIJCOSX wB97M-V def2-TZVPD def2/J DEFGRID3
* xyz -2 3
H 4.8265 -1.5698 0.1100
H -0.6075 2.0404 1.5811
C 1.1144 -4.1078 1.6735
H 0.6196 -2.6628 -1.7056
H 0.6533 6.0969 2.0642
C -1.5711 -5.1659 -0.3953
C 1.0609 5.1874 0.1638
C -1.5065 2.4874 -2.7598
H -0.4034 4.0325 2.9901
P 0.0639 1.2843 -0.9563
N -2.5620 -2.1901 1.9054
H -2.0406 2.6709 -1.8343
C -4.7216 -2.9000 2.6814
H 3.4354 -3.9740 4.1192
H -3.8013 0.0366 4.1416
H 2.3658 -5.6082 2.5504
C 0.8232 -0.5169 2.3192
H 1.4133 -0.4123 -3.8085
C -2.7554 -0.9414 -0.8076
H 2.8174 2.1883 -0.2016
F -2.5550 -0.7721 -2.1811
C -2.6587 -1.0940 2.7600
H 0.8285 4.2613 -2.7867
C -1.3998 2.6167 -5.1433
S -1.7537 -6.7786 -0.5712
H 0.2664 1.6178 -6.0334
C -0.0234 4.0581 1.9778
C 1.3170 -1.9387 2.4376
C 2.6854 -3.6499 3.4060
C 2.0925 -4.5613 2.5412
C 3.9725 0.3999 -0.0180
H 0.9075 -0.0004 3.2829
H -1.8130 2.9329 -6.0941
C -1.4714 -0.2470 2.8272
C -2.0434 2.9283 -3.9550
C 3.9519 -0.9877 -0.1598
C -3.7951 -0.8567 3.5313
C 0.3554 2.9055 -0.1274
N -1.4192 -4.0175 -0.2491
C 1.6122 0.6467 -3.9896
N 0.7224 -2.8289 1.6274
H -5.7352 -1.5743 4.0996
C 1.6868 0.4784 -0.8244
H -0.1937 -1.1015 -2.0962
N -0.5491 -0.5746 1.8668
C 1.6468 -0.9384 -0.9789
H -3.5158 -3.9027 1.2369
C -0.3040 1.7738 -2.7007
H 0.6033 -4.7813 0.9940
H 2.0962 3.1715 -2.2562
C -3.6062 -3.0582 1.9109
H 1.4900 0.0029 1.6185
C 0.4578 -1.6261 -1.4002
H 2.7170 -1.5811 4.0145
C 2.2885 -2.3233 3.3538
H 2.3397 0.9532 -3.2454
H -2.9751 3.4795 -3.9602
F -3.9511 -1.6421 -0.7745
C -0.2324 1.8745 -5.1048
C 0.3399 1.4471 -3.9063
C 2.8284 1.1128 -0.3495
H 2.3113 4.9186 -2.0776
F -3.1391 0.3307 -0.3995
Ti -1.0500 -1.9442 0.4261
H 1.5409 6.0761 -0.2331
C 2.8272 -1.6353 -0.6274
C 1.5870 4.1040 -2.0174
H 2.8264 -2.7166 -0.7165
C -0.1351 2.9288 1.1804
H -5.5115 -3.6369 2.6229
C 0.5665 5.2002 1.4611
C -4.8423 -1.7457 3.5115
H 2.0561 0.7505 -4.9821
C 0.9796 4.0535 -0.6409
O -1.3018 0.6083 3.7193
H 4.8496 0.9082 0.3617
*
```


# 2
# C35H31BrCaN6O4S

A structure of composition C35H31BrCaN6O4S (ωB97M-V with the def2-TZVPD basis set, OMol25).

Electronic energy (eV): -153249.26654
Frontier orbital gap (eV): 7.18
HOMO (Eh): -0.2567
F_max (eV/Å): 0.31

```
! RIJCOSX wB97M-V def2-TZVPD def2/J DEFGRID3
* xyz 0 1
H 3.6845 4.8771 -0.1532
C -6.4775 -3.0693 0.2333
H -5.4116 -1.4993 1.2558
O -2.4597 -0.7571 -1.0442
C 6.5756 5.4753 -2.6486
C -1.3735 1.8432 -1.7098
H -4.3519 3.2259 -1.8896
C 2.9222 -3.5166 2.1250
H -1.2438 2.5220 -3.7586
C 2.1349 1.7099 3.1754
H 3.2258 5.9054 -2.3593
C -5.2115 -4.3030 -1.3821
C -3.6857 2.4372 -2.2359
C -7.6247 -4.9311 -1.0075
H -3.1281 -3.6182 2.2174
H -7.4050 -5.6990 -1.7477
H 7.8457 4.6741 -1.1093
H -8.4436 -4.3191 -1.3894
H -1.9392 2.5078 0.6516
N 1.0754 -2.6225 0.8934
C 5.7906 4.6834 -0.5219
H -4.2377 1.4933 -2.2480
C 4.1095 0.9748 -1.3649
H 5.8146 2.2564 -1.2604
C 4.9388 1.9034 -0.7325
N 1.5694 0.4833 1.2052
C 4.2322 5.6184 -2.0884
C -1.1816 -3.1330 1.4942
H -2.3114 -4.9224 4.1390
C -1.1174 1.6095 -3.1757
O -3.0962 -0.7208 1.3373
O -0.4940 1.5587 -0.8773
H 1.8714 1.9678 4.1918
N 5.5611 3.2058 1.2810
C 3.2595 2.2095 2.5832
H 0.1000 -5.2307 4.5319
C 0.6823 -4.0412 2.8217
H 2.4706 -4.7426 3.8118
C 0.2234 -3.2732 1.7354
C -0.2561 -4.6447 3.6940
H 3.9963 -3.5805 2.2288
H 3.0035 -2.1956 0.3992
H -3.4453 1.6160 0.4213
H -3.3712 2.6823 -3.2455
H 0.3885 0.4640 2.8760
C 2.7022 0.9438 0.6069
C 3.5731 1.8420 1.2538
C -4.1841 -2.5152 -0.1677
N 6.1130 4.2030 0.7935
H -7.4050 -2.8916 0.7650
H 3.9210 2.8812 3.1140
C -6.4155 -4.0868 -0.7161
C 4.6906 2.3566 0.5424
C -1.5898 -4.4714 3.4695
C -4.0974 -3.5258 -1.1131
N -2.5509 2.3542 -1.3337
C 2.9654 0.4727 -0.7467
H -3.4265 3.3929 0.2445
C -2.8623 2.4744 0.0833
C 1.3014 0.8528 2.4341
H -5.1468 -5.0955 -2.1178
C -2.0618 -3.7211 2.3701
H 4.3454 0.6273 -2.3621
N -1.4998 -2.4266 0.3430
H -1.8078 0.8602 -3.5664
C 2.3662 -2.7428 1.0863
Ca 0.0947 -0.6836 -0.4446
H -7.9836 -5.4267 -0.1041
H 7.3801 5.6496 -3.3494
C 4.4914 5.0479 -0.8537
C 2.0813 -4.1525 2.9904
S -2.7612 -1.5228 0.1788
H -0.0936 1.2620 -3.2879
C 6.8340 4.9246 -1.4006
C -5.3707 -2.2835 0.5123
O 2.1590 -0.3681 -1.2963
C 5.2756 5.8139 -2.9806
H -3.1598 -3.7046 -1.6243
Br 4.9128 6.5749 -4.6764
*
```


# 3
# C35H31BrN4O3Pt

A structure of composition C35H31BrN4O3Pt (ωB97M-V with the def2-TZVPD basis set, OMol25).

Electronic energy (eV): -122178.15029
Frontier orbital gap (eV): 7.65
HOMO (Eh): -0.4792
F_max (eV/Å): 0.43

```
! RIJCOSX wB97M-V def2-TZVPD def2/J DEFGRID3
* xyz 2 1
C -0.9654 -2.8310 3.4411
C -2.8608 0.7711 -1.6774
H -0.5912 -3.3834 -2.1118
H -4.6992 1.4512 -2.5585
H 3.8892 -1.1508 1.3673
C -1.4912 -4.5913 -5.1286
N 1.3848 1.8573 -0.8559
C -3.1223 2.9537 0.0118
C -2.8132 -0.3010 -2.6183
N 0.0398 -0.8260 1.8447
C -3.9586 1.6487 -1.7928
C -1.8868 0.9963 -0.6739
H -1.2465 -1.1572 5.9010
C 3.6646 -2.0067 3.3415
H -1.3622 -3.6265 4.0599
H 4.3312 5.9398 2.0518
C -1.9186 -1.1149 5.0417
H -4.9538 3.3850 -1.0453
C -0.2480 -3.1464 2.2999
H 3.1138 5.2450 0.0396
H 4.2254 -2.9015 3.1078
C 3.2913 4.5245 0.8281
H -3.2117 3.8111 0.6666
N -1.9436 -1.2676 -2.6192
C 3.9754 4.9237 1.9605
C -4.1024 2.7264 -0.9575
C 2.2156 0.3000 3.9396
H 1.6401 1.1920 4.1537
H -1.2680 -1.2429 -1.8535
H -0.0698 -4.1701 2.0062
C 2.4187 -0.6709 4.9098
H -0.8217 0.5139 3.1423
H 4.7729 4.2747 3.8440
C 3.0019 2.3286 1.7411
C 2.2321 2.8445 -0.6137
C -0.8769 -4.5497 -3.8874
H -2.3144 -0.1030 4.9751
H -2.9225 -1.4083 -7.2494
H -1.2805 2.3062 0.9042
C 2.7607 0.0909 2.6885
C 1.1287 1.8277 -2.2112
H -0.2762 -5.3780 -3.5406
H 1.9214 3.1303 -3.8211
O 2.5146 1.0072 1.6221
H -1.3821 -5.4639 -5.7580
C -2.4258 -2.3941 -4.7900
C 1.8339 2.8256 -2.7940
C -1.0500 -3.4331 -3.0911
O -0.8846 0.1236 -0.5557
O -3.1271 -1.3014 -5.1792
H -2.7098 -3.5741 -6.5568
C 4.2123 3.9973 2.9620
C -0.6670 -0.5393 2.9467
C -2.2529 -3.5241 -5.5805
H 3.1760 4.2062 -1.8948
H -3.5625 -0.3263 -3.3951
H -4.1999 -0.3534 -6.6016
H 3.3015 -2.5681 5.3784
H 2.0146 -0.5220 5.9027
C -3.6995 -1.3099 -6.4910
C -1.8267 -2.3672 -3.5218
C -1.1836 -1.5027 3.7927
C 3.1386 -1.8222 4.6125
C -2.0365 2.1131 0.1528
H 0.4685 1.1017 -2.6492
Pt 0.7369 0.5825 0.5253
H 3.9403 1.9940 3.6420
Br 1.2466 -2.4759 -0.0228
C 3.7306 2.7012 2.8533
C 2.8152 3.2208 0.6783
N 2.5224 3.4486 -1.7811
H -2.7452 -1.7957 5.2373
C 0.2438 -2.1113 1.5322
C 3.4820 -1.0369 2.3630
H -4.4263 -2.1160 -6.5906
*
```


# 4
# C35H31BrN4O3Pt

A structure of composition C35H31BrN4O3Pt (ωB97M-V with the def2-TZVPD basis set, OMol25).

Electronic energy (eV): -122175.19770
Frontier orbital gap (eV): 6.33
HOMO (Eh): -0.4896
F_max (eV/Å): 3.71

```
! RIJCOSX wB97M-V def2-TZVPD def2/J DEFGRID3
* xyz 2 1
H 3.1655 -2.9451 -5.1466
C -2.8059 -5.1822 0.6415
H -1.7407 -1.7344 2.7099
C 3.3528 -2.2433 -4.3454
H 3.0111 -0.5339 -5.5832
N 0.0157 -5.2406 -0.1854
H 3.8491 1.6723 -5.7188
C 0.3893 1.3210 3.7471
H 3.1155 3.0089 -4.8037
C -2.3452 3.3420 -0.2083
C -4.8078 -3.8888 0.5792
C 2.8850 -1.1115 0.9024
C -0.1549 -0.3767 2.1751
C 5.0649 -0.6840 1.9442
H 0.9932 2.1703 4.0374
H -4.9266 3.2014 0.3491
O 1.9869 -0.8631 -0.0372
H 5.9982 -0.1331 1.9513
C 1.4191 -3.6035 -0.5044
H 4.4789 1.4236 -1.8471
H 2.0513 -5.7010 -0.7511
Br 1.4306 1.9307 -0.9413
C 3.1223 1.9341 -4.9495
C 0.6373 0.6915 2.5314
O 3.4836 1.3679 -3.6872
H 5.1821 1.3056 0.2404
C -4.0782 -2.7531 0.3211
H 2.1292 1.5980 -5.2498
N 4.2842 0.5416 -1.3788
C -3.0611 2.1817 0.0412
H 1.4473 1.0432 1.9040
C 3.8817 -0.4543 -2.3053
H -2.8446 4.3029 -0.2053
C -4.1677 -5.1199 0.7636
H -5.8850 -3.8283 0.6572
O -2.0343 -1.6378 0.0897
H -0.4033 4.1588 -0.6731
C 3.7237 -2.7115 -3.0921
C -0.6232 0.8621 4.5786
C -2.3555 0.9897 0.0529
C 3.9906 -1.8146 -2.0726
C 4.8209 -1.6197 2.9094
C -2.0522 -4.0343 0.3374
H -2.1432 -0.6275 4.8709
H -5.0494 1.7034 -0.5740
C 3.5806 -2.2663 2.9274
H 3.3688 -2.9853 3.7081
H -0.8360 1.3710 5.5089
H 3.8484 -3.7723 -2.9238
H -2.8530 0.0570 0.2646
C -1.1437 -0.8756 2.9927
H 2.2570 -2.9770 -0.7246
C 4.1559 -0.4604 0.8826
Pt -0.0653 -1.0712 0.2744
H -4.8118 1.6377 1.1687
C 1.3205 -4.9432 -0.5329
N 0.1769 -3.0760 -0.1556
H -4.7381 -6.0128 0.9742
C -0.3802 2.0369 -0.4796
C -4.5462 2.1863 0.2650
H -0.3720 -6.1677 -0.1269
C 4.5462 0.4939 -0.1036
H 1.6454 -2.4334 2.0199
N -1.0423 0.8981 -0.2087
H 4.3440 -2.1745 -1.1150
C -0.9877 3.2737 -0.4721
H -2.3070 -6.1321 0.7930
C 3.2602 -0.8816 -4.5914
C 2.6273 -1.9798 1.9783
C -1.3734 -0.2473 4.2132
H 5.5685 -1.8485 3.6549
C 3.5204 0.0206 -3.5713
C -0.6581 -4.1051 0.0436
C -2.6768 -2.7917 0.2383
H -4.5628 -1.7926 0.2000
*
```


# 5
# C35H31ClI2NO2Sn

A structure of composition C35H31ClI2NO2Sn (ωB97M-V with the def2-TZVPD basis set, OMol25).

Electronic energy (eV): -76941.43666
Frontier orbital gap (eV): 6.27
HOMO (Eh): -0.1459
F_max (eV/Å): 0.52

```
! RIJCOSX wB97M-V def2-TZVPD def2/J DEFGRID3
* xyz -1 1
N -1.4162 0.9968 -1.1385
H -2.6349 -3.8560 2.4721
H -1.4539 3.9667 6.7491
C -1.3157 -2.4260 1.5540
H -3.1100 3.3922 2.8532
C -2.4257 1.0039 -0.2701
I 1.8937 4.9242 1.8609
C -3.5265 0.1645 -0.4251
C -1.6138 -0.1153 2.2057
H -0.8020 -3.1618 0.9437
C 4.3584 -0.4977 -5.0776
C 2.1666 -1.3451 -4.5458
H 3.2890 0.6425 -2.0650
C 3.7428 4.1525 1.1586
Sn 1.1628 1.7557 -0.2114
H -0.1349 -0.7957 0.8019
H -0.3167 -5.8885 -1.3922
H 0.2234 1.1471 -3.0973
C 0.5669 -2.1693 -2.1369
C -0.0566 -4.8592 -1.6088
H -1.9127 2.8891 0.6004
C 2.1633 -0.6498 -3.3364
I 4.0659 4.2751 -0.9361
C -3.0049 -1.8520 3.1597
H 0.2951 1.1127 4.0598
H 1.3604 -4.6923 -0.0006
C -0.4657 1.8498 4.2899
H -0.3906 -0.2283 -4.0354
C -1.4175 2.1402 3.3101
C -2.3482 -2.8125 2.4016
C -0.1859 0.1375 -3.0266
H 4.5343 4.7135 1.6342
H -2.5985 -1.1975 -3.3738
H 2.2973 -0.3277 1.1747
C 3.2528 -1.2721 -5.4083
H 0.2753 2.2516 6.2578
Cl 4.3999 0.6681 0.7766
C 3.2743 0.1238 -3.0157
H 1.8827 -2.3131 -0.4663
H 2.5460 1.0768 2.2107
H 3.7838 3.1010 1.4183
C -2.5535 -0.6116 -2.4650
C 4.3630 0.2012 -3.8785
H 5.2100 -0.4476 -5.7461
C -2.3832 3.7677 4.8239
H -3.2861 2.0322 1.3597
H -3.1358 4.5235 5.0197
H -0.8025 -2.3828 -3.7839
C -2.6413 -0.5132 3.0577
C -0.3343 -2.8664 -2.9339
H -3.8014 -2.1434 3.8346
H -4.2973 0.1389 0.3359
C -0.4758 2.4934 5.5145
C 0.8729 -4.1823 -0.8236
C -1.4408 0.1792 -2.1981
C -0.6524 -4.1958 -2.6704
H 3.2400 -1.8294 -6.3387
H -4.4613 -1.2655 -1.7234
H -1.3719 -4.7099 -3.2978
H 5.2201 0.8057 -3.6033
C -2.3682 3.1133 3.5903
C 0.9621 -0.6927 -2.3526
C -0.9454 -1.0891 1.4650
C -1.4425 3.4579 5.7917
H -3.1668 0.2287 3.6495
C -1.2804 1.3741 1.9788
C -3.6009 -0.6277 -1.5559
O 0.0266 1.5527 1.5718
C 2.6188 0.7146 1.1867
O 1.3260 -0.1484 -1.1459
C -2.2969 1.9156 0.9163
C 1.1757 -2.8541 -1.0844
H 1.3196 -1.9640 -4.8200
*
```


# 6
# C35H31N6ReS2

A structure of composition C35H31N6ReS2 (ωB97M-V with the def2-TZVPD basis set, OMol25).

Electronic energy (eV): -69514.02924
Frontier orbital gap (spin up / spin down) (eV): 5.58 / 5.42
HOMO (spin up / spin down) (Eh): -0.5943 / -0.5942
F_max (eV/Å): 1.00
Expectation value of S²: 0.86

```
! RIJCOSX wB97M-V def2-TZVPD def2/J DEFGRID3
* xyz 3 2
H 3.9727 4.1117 3.0607
C 4.3233 -1.6680 3.6431
H 0.8937 4.0339 0.1058
H 5.3213 -2.0591 3.7858
N -1.9929 1.6032 -2.0353
N -0.3277 -0.3075 4.1904
N -1.9258 -1.2062 2.7492
C -2.6149 -0.4696 4.9301
H -0.9811 1.5871 -3.8730
C 2.5674 -0.1511 4.3351
C -1.3196 1.0760 -1.0659
C 1.7214 -4.9214 -1.4774
Re -0.3374 -0.9581 1.3707
H -1.9896 3.0025 -3.5832
C 2.6492 -3.1102 -0.1891
C 3.9072 2.4694 0.1009
C -3.5123 -1.1874 -4.9605
H 3.6609 -4.0556 -1.8113
C 1.8668 3.6944 0.4457
H -0.4419 -3.9831 0.9525
H -0.4372 3.8878 -1.8929
C 1.4722 -3.0796 0.5760
H 4.5271 1.8299 -0.5176
C 0.1791 1.2045 -1.0717
H 2.3989 3.1633 -2.4732
C -3.4596 1.4442 -2.2422
H 3.4415 -2.3971 -0.0021
C 4.3821 2.9192 1.3247
H -0.2354 -5.6047 -0.9153
C -1.2846 2.3160 -3.1194
N 1.2459 -2.1311 1.5793
H -3.8807 2.4502 -2.2404
S 1.1285 0.0954 -0.1827
H -2.3421 0.0073 5.8614
H -2.8007 -1.0972 -2.9408
H -3.8686 0.8941 -1.4000
C -4.3550 1.4358 -4.5846
C -3.7091 0.7574 -3.5592
C 2.3374 4.1332 1.6754
H -4.6994 2.4532 -4.4361
C 1.7831 -0.7009 3.3524
N 0.7322 2.1509 -1.7665
C 2.1926 2.4100 -1.7150
C -3.2871 -0.5572 -3.7484
H 5.3723 2.6339 1.6542
H 4.5231 -0.2209 5.2121
C 3.5086 -2.2281 2.6645
C 3.8700 -0.6334 4.4554
C 2.7614 -4.0273 -1.2115
C -4.1534 -1.6099 3.4884
C 0.5545 -4.8913 -0.7249
C -4.5859 0.7988 -5.7973
C 2.2330 -1.7100 2.4956
C -3.8863 -0.9711 4.6927
C 0.4231 -3.9701 0.2985
H 2.7082 1.4947 -2.0096
H 0.4820 3.4922 -3.3487
H 3.8539 -3.0674 2.0776
H -5.1008 1.3224 -6.5912
H -3.1970 -2.2116 -5.1070
C -3.1591 -1.6959 2.5322
H 1.8331 -5.6510 -2.2682
H 2.1763 0.6121 4.9942
H -5.1267 -2.0334 3.2845
C -0.1173 3.0711 -2.5454
H -4.3451 -1.0022 -6.9296
S -2.0723 0.2616 0.2529
H -3.3349 -2.1576 1.5696
N 0.3782 -0.4936 3.1714
C -1.6596 -0.6168 3.9462
C 2.6502 2.8597 -0.3427
H -4.6580 -0.8798 5.4455
H 1.7326 4.7989 2.2768
C -4.1622 -0.5071 -5.9856
C 3.5964 3.7476 2.1140
*
```